1.
98
Properties=species:S:1:pos:R:3 method="wB97M-V/def2-TZVPD" mol_weight_g_mol=560.80 homo_lumo_gap_ev=6.40 charge=+1 total_energy_ev=-64905.705
C -0.860 3.219 -0.353
C 0.116 3.014 0.525
S -0.122 3.647 2.191
P 0.242 5.790 1.918
N 1.693 5.915 1.420
O -0.798 6.237 0.820
O -0.031 6.564 3.280
H -1.874 2.974 -0.032
H -0.623 3.657 -1.320
H 1.039 2.482 0.299
H 0.864 3.179 2.998
H 2.202 6.513 2.073
H -0.308 6.688 0.107
H -0.860 6.216 3.674
C -5.018 4.817 3.841
C -3.898 4.786 4.867
C -4.447 4.706 6.280
O -3.085 5.962 4.729
H -5.653 5.695 3.988
H -4.612 4.883 2.829
H -5.640 3.923 3.910
H -3.249 3.927 4.676
H -5.064 5.578 6.510
H -3.635 4.691 7.009
H -5.052 3.809 6.414
H -3.643 6.731 4.895
C 0.960 -1.244 0.285
C 0.661 -1.425 -1.196
C 1.342 -0.350 -2.030
O -0.751 -1.375 -1.411
H 0.586 -0.276 0.641
H 0.459 -2.014 0.874
H 2.032 -1.298 0.481
H 0.998 -2.409 -1.521
H 0.979 0.647 -1.748
H 1.114 -0.483 -3.088
H 2.425 -0.376 -1.902
H -1.064 -0.508 -1.129
C -3.942 0.198 4.478
C -4.952 0.443 5.591
C -5.027 -0.742 6.540
O -6.238 0.689 5.021
H -4.228 -0.672 3.881
H -3.905 1.054 3.799
H -2.942 0.029 4.883
H -4.675 1.342 6.147
H -5.348 -1.643 6.013
H -5.761 -0.555 7.325
H -4.064 -0.939 7.005
H -6.498 -0.097 4.526
C -1.789 -3.748 7.237
C -2.803 -3.500 8.344
C -2.876 -4.680 9.300
O -4.090 -3.263 7.771
H -2.070 -4.623 6.644
H -1.752 -2.897 6.554
H -0.790 -3.911 7.645
H -2.532 -2.598 8.895
H -3.192 -5.585 8.773
H -3.613 -4.493 10.082
H -1.910 -4.871 9.769
H -4.344 -4.054 7.280
C -0.451 -4.145 -4.752
C 0.705 -3.206 -4.446
C 1.550 -2.946 -5.684
O 1.524 -3.772 -3.418
H -0.080 -5.114 -5.097
H -1.042 -4.330 -3.853
H -1.105 -3.730 -5.520
H 0.316 -2.263 -4.060
H 1.986 -3.873 -6.059
H 2.380 -2.279 -5.448
H 0.955 -2.495 -6.480
H 1.872 -4.609 -3.748
C 5.704 -2.557 -5.745
C 5.396 -3.816 -6.538
C 6.526 -4.155 -7.497
O 4.183 -3.632 -7.270
H 5.823 -1.703 -6.417
H 4.881 -2.319 -5.068
H 6.617 -2.669 -5.157
H 5.232 -4.651 -5.855
H 6.674 -3.347 -8.219
H 6.287 -5.054 -8.067
H 7.463 -4.320 -6.963
H 4.315 -2.894 -7.879
C 3.924 2.129 -8.517
C 4.253 1.045 -7.502
C 4.885 1.634 -6.250
O 5.142 0.094 -8.086
H 4.832 2.651 -8.832
H 3.480 1.692 -9.412
H 3.228 2.861 -8.104
H 3.343 0.505 -7.235
H 5.824 2.140 -6.492
H 5.123 0.844 -5.534
H 4.217 2.351 -5.769
H 5.954 0.554 -8.330

---

2.
100
Properties=species:S:1:pos:R:3 method="wB97M-V/def2-TZVPD" mol_weight_g_mol=548.75 homo_lumo_gap_ev=9.31 charge=0 total_energy_ev=-51491.934 smiles=CC(C)O.CC(C)O.CC(C)O.CC(C)O.CC(C)O.OCCO.OCCO.OCCO.OCCO
C -19.888 -32.136 -45.551
C -20.931 -32.597 -44.443
C -22.034 -33.337 -45.060
O -20.251 -33.388 -43.546
H -20.477 -31.598 -46.440
H -19.339 -32.835 -46.019
H -19.084 -31.343 -45.232
H -21.430 -31.815 -43.838
H -21.780 -34.332 -45.396
H -22.630 -32.754 -45.872
H -22.735 -33.520 -44.143
H -19.905 -32.918 -42.783
C -16.280 -35.691 -39.472
C -15.929 -34.565 -38.431
C -14.555 -34.879 -37.887
O -15.980 -33.325 -38.855
H -15.394 -35.846 -40.355
H -17.334 -35.614 -39.961
H -16.311 -36.562 -39.079
H -16.704 -34.851 -37.525
H -13.863 -34.901 -38.579
H -14.744 -35.906 -37.354
H -14.459 -34.331 -37.054
H -16.622 -33.217 -39.421
C -16.495 -30.184 -41.542
C -17.297 -30.602 -42.779
C -16.575 -31.786 -43.427
O -18.576 -30.935 -42.425
H -16.880 -29.290 -41.252
H -15.484 -30.104 -41.892
H -16.717 -31.060 -40.754
H -17.034 -29.823 -43.590
H -15.726 -31.555 -44.153
H -17.314 -32.236 -44.201
H -16.515 -32.731 -42.925
H -19.058 -30.077 -42.278
C -23.169 -32.241 -41.253
C -23.191 -30.873 -41.909
C -24.320 -30.121 -41.343
O -21.861 -30.249 -41.580
H -24.350 -32.748 -41.237
H -22.900 -32.075 -40.182
H -22.617 -33.019 -41.643
H -23.293 -31.118 -42.802
H -24.402 -29.102 -41.775
H -24.171 -29.886 -40.273
H -25.399 -30.478 -41.284
H -21.470 -30.012 -42.355
C -21.855 -35.988 -40.490
C -22.126 -37.513 -40.346
C -20.771 -38.306 -40.710
O -22.313 -37.827 -39.066
H -21.015 -35.891 -39.852
H -22.767 -35.564 -40.472
H -21.645 -35.637 -41.634
H -22.966 -37.885 -40.991
H -20.447 -38.116 -41.896
H -20.818 -39.379 -40.647
H -19.873 -38.060 -40.142
H -22.778 -38.700 -38.964
O -21.140 -29.263 -39.233
C -21.726 -27.884 -39.100
C -22.926 -28.131 -38.154
O -23.823 -27.029 -38.221
H -21.798 -29.498 -39.740
H -21.054 -27.097 -38.633
H -21.906 -27.462 -40.149
H -22.682 -28.192 -37.136
H -23.517 -28.833 -38.607
H -24.667 -27.409 -37.876
O -15.064 -31.026 -34.198
C -16.441 -31.365 -34.009
C -17.303 -30.464 -34.865
O -18.631 -30.861 -34.658
H -14.936 -31.063 -35.192
H -16.609 -32.439 -34.470
H -16.681 -31.610 -33.065
H -16.999 -30.525 -35.816
H -17.390 -29.446 -34.600
H -19.177 -31.007 -35.451
O -20.221 -31.120 -37.660
C -19.106 -31.547 -38.362
C -19.653 -32.439 -39.507
O -18.653 -32.922 -40.340
H -20.570 -30.299 -38.223
H -18.454 -30.804 -38.711
H -18.574 -32.108 -37.697
H -20.224 -31.768 -40.241
H -20.319 -33.353 -38.999
H -18.398 -32.192 -40.803
O -18.555 -36.630 -36.073
C -19.625 -35.965 -36.824
C -21.026 -36.111 -36.167
O -22.042 -35.660 -37.091
H -18.258 -36.041 -35.327
H -19.297 -34.992 -37.157
H -19.539 -36.440 -37.760
H -20.943 -35.465 -35.509
H -21.312 -37.049 -35.916
H -22.343 -36.247 -37.825

---

3.
118
Properties=species:S:1:pos:R:3 method="wB97M-V/def2-TZVPD" mol_weight_g_mol=872.12 homo_lumo_gap_ev=7.93 charge=0 total_energy_ev=-79004.875
Rb -3.259 3.932 -0.052
B -1.123 1.455 0.444
F -0.602 2.322 -0.539
F -2.056 0.555 -0.030
F -0.056 0.794 1.027
F -1.730 2.137 1.416
C -7.292 0.106 -6.085
O -6.699 -0.295 -4.892
C -6.265 -1.654 -4.943
C -5.386 -1.917 -3.747
N -4.026 -1.402 -3.983
C -3.140 -1.215 -2.842
C -1.700 -1.031 -3.410
O -1.182 -2.339 -3.697
C -0.490 -3.013 -2.655
H -6.654 0.052 -6.967
H -7.433 1.172 -5.904
H -8.245 -0.393 -6.258
H -5.806 -1.989 -5.873
H -7.096 -2.357 -4.880
H -5.574 -2.918 -3.358
H -5.748 -1.232 -2.981
H -3.704 -1.756 -4.873
H -3.194 -2.004 -2.093
H -3.527 -0.313 -2.367
H -1.077 -0.573 -2.642
H -1.880 -0.300 -4.198
H 0.554 -2.703 -2.698
H -0.459 -4.064 -2.941
H -0.905 -2.990 -1.648
C 1.174 -4.137 6.428
O 2.016 -3.697 5.366
C 3.505 -3.876 5.411
C 4.114 -2.974 6.506
N 3.967 -1.510 6.258
C 4.571 -1.034 5.088
C 4.250 0.466 4.725
O 2.959 0.640 4.106
C 2.819 0.077 2.798
H 0.483 -3.343 6.711
H 1.700 -4.397 7.346
H 0.683 -5.013 6.002
H 3.812 -3.459 4.452
H 3.800 -4.925 5.424
H 5.135 -3.247 6.776
H 3.627 -3.235 7.446
H 3.038 -1.228 5.980
H 4.550 -1.584 4.148
H 5.635 -0.998 5.323
H 4.753 0.978 3.904
H 4.144 1.121 5.590
H 3.529 0.455 2.063
H 1.833 0.344 2.418
H 2.857 -1.011 2.834
C 0.765 0.387 -7.192
O 0.929 0.796 -5.819
C 1.447 -0.208 -4.950
C 1.965 0.387 -3.592
N 2.488 -0.526 -2.650
C 2.130 -0.043 -1.294
C 2.824 1.252 -0.917
O 4.211 0.969 -1.198
C 4.959 1.981 -0.558
H 0.185 -0.532 -7.282
H 1.752 0.186 -7.609
H 0.261 1.122 -7.819
H 2.358 -0.631 -5.372
H 0.665 -0.954 -4.807
H 1.153 1.007 -3.211
H 2.758 1.105 -3.804
H 3.496 -0.461 -2.640
H 2.529 -0.841 -0.668
H 1.069 -0.208 -1.109
H 2.568 1.594 0.085
H 2.379 1.974 -1.602
H 5.909 2.067 -1.086
H 5.098 1.705 0.487
H 4.580 2.998 -0.659
C -1.484 -1.503 3.606
O -1.396 -2.390 4.434
N -2.239 -1.549 2.609
N -0.556 -0.552 3.415
H -2.329 -0.745 2.003
H -2.906 -2.306 2.567
H -0.690 0.067 2.628
H 0.138 -0.355 4.121
C 0.160 5.244 1.184
O -0.987 5.509 0.712
N 0.637 4.126 1.382
N 0.874 6.082 1.767
H 0.257 3.269 1.007
H 1.605 4.096 1.667
H 0.513 7.020 1.872
H 1.737 5.828 2.225
C 1.130 -3.658 1.273
O 1.246 -4.251 0.248
N 1.045 -4.099 2.515
N 0.964 -2.394 1.317
H 1.218 -5.084 2.654
H 1.141 -3.417 3.253
H 1.061 -1.801 0.505
H 0.792 -1.885 2.173
C -1.870 3.239 -4.132
O -2.651 3.865 -3.489
N -0.882 2.554 -3.628
N -1.914 3.232 -5.395
H -0.894 2.560 -2.618
H -0.362 1.933 -4.232
H -1.098 2.885 -5.879
H -2.648 3.555 -6.008
C -3.017 3.426 4.028
O -3.924 3.945 4.574
N -2.736 2.123 4.242
N -2.180 4.058 3.207
H -2.009 1.671 3.706
H -3.490 1.657 4.728
H -1.545 3.448 2.714
H -2.390 4.991 2.879

---

4.
102
Properties=species:S:1:pos:R:3 method="wB97M-V/def2-TZVPD" mol_weight_g_mol=559.78 homo_lumo_gap_ev=8.55 charge=0 total_energy_ev=-51886.895 smiles=COCCNCCOC.COCCNCCOC.COCCNCCOC.CO.CO.CO.CO.CO
C 5.132 -7.250 1.082
O 4.009 -7.209 1.942
C 4.204 -6.348 3.079
C 2.843 -5.792 3.485
N 2.891 -5.152 4.805
C 1.642 -4.462 5.153
C 1.862 -3.464 6.282
O 2.020 -4.212 7.391
C 2.541 -3.410 8.504
H 5.933 -7.813 1.562
H 5.402 -6.231 0.803
H 4.973 -7.746 0.125
H 4.907 -5.543 2.867
H 4.795 -6.833 3.856
H 2.139 -6.618 3.384
H 2.442 -5.100 2.745
H 2.865 -5.887 5.498
H 0.820 -5.113 5.450
H 1.252 -4.064 4.216
H 0.977 -2.842 6.412
H 2.590 -2.683 6.060
H 1.734 -2.697 8.669
H 3.451 -2.981 8.083
H 2.763 -3.911 9.446
C -4.746 3.791 7.350
O -3.647 3.851 6.381
C -2.574 4.786 6.713
C -1.847 5.100 5.425
N -2.228 6.413 4.866
C -3.630 6.714 4.699
C -3.710 7.983 3.757
O -3.393 7.704 2.436
C -3.096 8.719 1.577
H -5.644 3.314 6.958
H -5.056 4.791 7.651
H -4.541 3.104 8.171
H -2.014 4.270 7.492
H -2.956 5.722 7.119
H -1.854 4.347 4.637
H -0.773 5.031 5.601
H -1.728 6.632 4.016
H -4.187 6.749 5.635
H -4.118 5.826 4.299
H -3.112 8.763 4.230
H -4.693 8.448 3.826
H -3.343 8.433 0.554
H -2.060 9.059 1.610
H -3.715 9.577 1.838
C 2.497 -2.629 -6.723
O 2.022 -1.324 -6.564
C 2.146 -0.558 -7.815
C 1.183 -1.189 -9.000
N 1.223 -0.347 -10.240
C 0.429 -0.823 -11.360
C 0.410 0.174 -12.528
O -0.141 -0.388 -13.739
C -1.560 -0.351 -13.755
H 2.522 -3.201 -5.795
H 3.464 -2.838 -7.180
H 1.840 -3.253 -7.329
H 3.223 -0.463 -7.951
H 1.759 0.440 -7.607
H 0.140 -1.341 -8.723
H 1.530 -2.204 -9.196
H 0.913 0.562 -9.927
H -0.574 -1.027 -10.985
H 0.647 -1.728 -11.926
H 1.397 0.555 -12.789
H -0.296 1.002 -12.471
H -2.075 -0.877 -12.951
H -1.889 -0.664 -14.746
H -1.959 0.662 -13.708
C 4.379 5.459 0.373
O 2.968 5.602 0.333
H 4.838 6.446 0.317
H 4.714 4.813 1.184
H 4.673 4.975 -0.559
H 2.579 4.727 0.262
C -5.977 -1.857 3.831
O -5.198 -2.861 3.383
H -6.884 -1.688 3.251
H -6.262 -2.071 4.861
H -5.338 -0.974 3.862
H -5.191 -2.685 2.440
C -1.123 0.984 -0.645
O 0.296 1.201 -0.687
H -1.222 0.003 -0.181
H -1.713 1.803 -0.233
H -1.468 0.823 -1.667
H 0.594 0.335 -0.976
C 6.324 -1.302 2.284
O 6.617 -2.123 3.387
H 7.026 -0.469 2.287
H 6.521 -1.748 1.309
H 5.432 -0.722 2.520
H 5.860 -2.684 3.571
C -6.432 -3.181 -3.039
O -5.426 -3.282 -2.050
H -5.985 -3.390 -4.011
H -7.265 -3.865 -2.876
H -6.746 -2.140 -2.963
H -4.962 -4.085 -2.297

---

no.,E_LUMO (eV)
1,-4.80
2,-0.03
3,-0.23
4,0.32